{"formula": "C22H30CoF6NO14S2", "method": "ωB97M-V/def2-TZVPD", "total_charge": 1, "multiplicity": 4, "relative_energy_kcal_mol": 0.0, "homo_lumo_gap_ev": [10.717, 10.602], "species": ["Co", "C", "F", "F", "F", "S", "O", "O", "N", "S", "O", "O", "C", "F", "F", "F", "O", "C", "O", "C", "C", "C", "H", "H", "H", "H", "H", "H", "O", "C", "O", "C", "C", "C", "H", "H", "H", "H", "H", "H", "O", "C", "O", "C", "C", "C", "H", "H", "H", "H", "H", "H", "O", "C", "O", "C", "C", "C", "H", "H", "H", "H", "H", "H", "O", "C", "O", "C", "C", "C", "H", "H", "H", "H", "H", "H"], "xyz": [[0.2043, 0.3576, -0.4663], [0.7267, 3.6924, -2.8143], [0.6106, 4.9926, -3.0615], [0.8653, 3.0219, -3.9540], [1.7984, 3.4640, -2.0483], [-0.8046, 3.1665, -1.8916], [-0.5498, 3.5659, -0.5436], [-1.9479, 3.6912, -2.5441], [-0.6731, 1.5250, -1.9171], [-1.2380, 0.7972, -3.2571], [-1.4318, 1.6368, -4.3875], [-0.5409, -0.4445, -3.4660], [-2.9566, 0.2710, -2.7784], [-3.8027, 1.2316, -3.0911], [-3.2879, -0.8434, -3.3944], [-3.0825, 0.0657, -1.4449], [1.3405, 1.8041, 0.4831], [1.3388, 2.7607, 1.2140], [0.4349, 2.9052, 2.1791], [0.8017, 4.0546, 3.0178], [1.5584, 4.9682, 2.0600], [2.2628, 3.9419, 1.1606], [1.4190, 3.6432, 3.8160], [-0.1235, 4.4884, 3.3792], [2.1727, 5.6693, 2.6130], [0.8167, 5.4383, 1.4109], [3.1990, 3.6002, 1.6345], [2.5608, 4.2814, 0.1780], [-1.4122, 0.8756, 0.7216], [-2.3668, 0.7118, 1.4288], [-2.7195, -0.5043, 1.8566], [-3.9649, -0.4816, 2.5548], [-4.2322, 1.0161, 2.8572], [-3.4140, 1.7228, 1.7897], [-3.7946, -0.9904, 3.4996], [-4.7775, -0.9449, 2.0034], [-3.8736, 1.2173, 3.8673], [-5.2873, 1.2766, 2.8480], [-3.0349, 2.6898, 2.0987], [-3.9999, 1.8206, 0.8696], [1.8248, 0.0971, -1.8523], [2.6531, -0.5848, -2.3993], [3.8393, -0.8354, -1.8435], [4.7039, -1.5925, -2.7348], [4.0064, -1.4770, -4.0870], [2.5321, -1.3330, -3.7124], [4.7862, -2.6174, -2.3811], [5.6504, -1.0655, -2.7033], [4.1291, -2.2870, -4.8075], [4.3687, -0.5954, -4.6198], [2.1070, -2.2744, -3.3535], [1.9746, -0.8007, -4.4688], [1.0650, -0.8737, 1.1303], [1.0117, -1.2431, 2.2709], [1.3079, -0.4076, 3.2769], [1.1930, -1.0971, 4.5413], [1.4485, -2.5463, 4.1503], [0.7187, -2.6266, 2.8097], [0.2137, -0.9364, 4.9844], [1.9977, -0.7683, 5.1911], [1.2352, -3.3150, 4.8904], [2.5178, -2.6648, 3.9417], [-0.3669, -2.7171, 2.9228], [1.0521, -3.3969, 2.1223], [-0.7819, -1.4579, -0.8609], [-1.0377, -2.6294, -0.8219], [-1.2007, -3.2652, 0.3406], [-1.5808, -4.6174, 0.0906], [-1.0101, -4.9201, -1.2883], [-1.2059, -3.5827, -1.9942], [-2.6740, -4.6696, 0.0384], [-1.2609, -5.3013, 0.8688], [-1.4315, -5.7833, -1.8005], [0.0580, -5.1618, -1.2237], [-2.2111, -3.5246, -2.4080], [-0.4270, -3.2846, -2.6909]]}

=====

{"formula": "H3N3O2", "method": "ωB97M-V/def2-TZVPD", "total_charge": 0, "relative_energy_kcal_mol": 43.1, "homo_lumo_gap_ev": [8.487, 8.144], "species": ["N", "N", "N", "O", "O", "H", "H", "H"], "xyz": [[2.0997, -0.4774, -0.2090], [-1.1831, -0.8027, 0.0889], [-0.2695, -0.0739, -0.5263], [-0.1754, 1.2225, 0.0642], [2.4996, 0.4630, 0.3302], [-1.4826, -1.7131, -0.1217], [-1.6748, -0.4058, 0.9534], [0.1861, 1.7875, -0.5796]]}

=====

{"formula": "C33H67BrIN4O7", "method": "ωB97M-V/def2-TZVPD", "total_charge": 1, "homo_lumo_gap_ev": 6.521, "species": ["C", "C", "C", "C", "C", "C", "C", "C", "C", "C", "I", "N", "C", "C", "C", "C", "O", "C", "C", "C", "O", "Br", "O", "C", "C", "O", "C", "C", "H", "H", "H", "H", "H", "H", "H", "H", "H", "H", "H", "H", "H", "H", "H", "H", "H", "H", "H", "H", "H", "H", "H", "H", "H", "H", "H", "H", "H", "H", "H", "H", "H", "H", "C", "C", "C", "O", "C", "N", "H", "H", "H", "H", "H", "H", "H", "H", "H", "H", "H", "C", "C", "C", "O", "C", "N", "H", "H", "H", "H", "H", "H", "H", "H", "H", "H", "H", "C", "C", "C", "O", "C", "N", "H", "H", "H", "H", "H", "H", "H", "H", "H", "H", "H"], "xyz": [[4.7853, -5.2700, -2.8178], [4.6811, -4.3767, -1.8535], [4.7202, -3.1678, -0.7555], [4.0362, -1.8193, -1.3259], [2.5716, -1.4979, -0.7319], [1.7785, -0.3035, -1.4685], [2.4862, 1.1146, -1.7287], [3.7945, 1.2297, -2.6665], [5.0823, 1.9207, -1.9445], [6.3643, 1.5528, -2.9049], [8.0836, 2.7274, -2.2707], [2.4337, 1.8513, -0.4111], [1.3225, 1.3808, 0.2158], [1.0370, 2.0666, 1.6386], [1.2270, 3.6660, 1.6754], [0.5921, 4.4649, 0.4248], [2.6326, 4.0545, 1.9149], [0.4848, 0.2033, -0.5809], [-0.7451, 0.9019, -1.3598], [-1.8364, 1.6143, -0.4144], [-2.3071, 1.1671, 0.6697], [-2.5753, 3.3772, -1.0365], [0.0738, -0.6219, 0.5471], [-0.6528, -1.8113, 0.1153], [-1.9443, -2.1823, 1.0135], [-2.8172, -3.0053, 0.1705], [-4.0772, -2.3250, -0.1014], [-4.8802, -2.9211, -1.3844], [5.0958, -5.9050, -3.7341], [5.8498, -2.9193, -0.6043], [4.3270, -3.5069, 0.2691], [4.0360, -1.9023, -2.4799], [4.7268, -0.9387, -0.9894], [2.6206, -1.3875, 0.4298], [1.9348, -2.4630, -0.9018], [1.2396, -0.7487, -2.3951], [1.7033, 1.7214, -2.3511], [4.0934, 0.2211, -3.1701], [3.5299, 1.9336, -3.5598], [4.9023, 3.0728, -2.0165], [5.2470, 1.5785, -0.8563], [6.0166, 1.7750, -3.9966], [6.5004, 0.4064, -2.8162], [3.1104, 2.5659, -0.0937], [-0.0861, 1.8553, 1.8817], [1.6220, 1.5653, 2.5162], [0.6573, 4.0380, 2.6238], [1.3190, 5.2491, -0.0467], [-0.3352, 5.0835, 0.7699], [0.2307, 3.8069, -0.4453], [2.8281, 4.8943, 1.4364], [-1.3180, 0.0754, -1.9554], [-0.4309, 1.6822, -2.1542], [0.0902, -2.7050, 0.2359], [-0.9716, -1.8182, -0.9893], [-1.5737, -2.8922, 1.8570], [-2.4773, -1.2857, 1.4938], [-3.8761, -1.2114, -0.3205], [-4.7622, -2.4870, 0.8204], [-4.1846, -3.2713, -2.2317], [-5.5328, -2.0639, -1.7932], [-5.6066, -3.7758, -1.0976], [8.2067, -7.4588, 3.0043], [7.4457, -6.2116, 3.4491], [6.4062, -5.7244, 2.4176], [6.9644, -5.0346, 1.3002], [7.4642, -5.8788, 0.2779], [8.4135, -5.1570, 3.7795], [8.9708, -7.2407, 2.2541], [8.7205, -7.9135, 3.8574], [7.5247, -8.2078, 2.5913], [6.9013, -6.4769, 4.3621], [5.7556, -4.9965, 2.9155], [5.7572, -6.5425, 2.0824], [6.8692, -6.7903, 0.1679], [8.5102, -6.1265, 0.4687], [7.4252, -5.3243, -0.6617], [7.9076, -4.3625, 4.1683], [8.7846, -4.7981, 2.8993], [-8.2503, -0.5048, 5.1165], [-7.2630, -0.0339, 4.0507], [-7.6111, -0.5241, 2.6295], [-7.2871, -1.8914, 2.3830], [-8.2533, -2.8179, 2.8549], [-5.9076, -0.4413, 4.4449], [-8.1115, -1.5551, 5.3845], [-8.1219, 0.0766, 6.0353], [-9.2828, -0.3700, 4.7813], [-7.3030, 1.0609, 4.0382], [-7.0078, 0.0520, 1.9189], [-8.6599, -0.3239, 2.3797], [-9.2731, -2.4306, 2.7709], [-8.0339, -3.0965, 3.8873], [-8.1758, -3.7221, 2.2482], [-5.2435, -0.0413, 3.7836], [-5.8329, -1.4460, 4.2826], [-3.2743, 8.0763, -3.1605], [-3.6214, 6.6725, -2.6694], [-4.2903, 5.7916, -3.7459], [-5.6633, 6.0923, -3.9811], [-5.8835, 7.1897, -4.8541], [-4.4576, 6.7827, -1.4664], [-4.1494, 8.7267, -3.2287], [-2.5745, 8.5574, -2.4692], [-2.7961, 8.0406, -4.1437], [-2.6782, 6.1884, -2.3896], [-4.2750, 4.7554, -3.3887], [-3.7247, 5.8043, -4.6854], [-5.1250, 7.2511, -5.6403], [-5.9208, 8.1208, -4.2853], [-6.8589, 7.0540, -5.3246], [-4.6049, 5.8486, -1.0864], [-5.3893, 7.0683, -1.7689]]}

=====

What did the second record say?
{"formula": "H3N3O2", "method": "ωB97M-V/def2-TZVPD", "total_charge": 0, "relative_energy_kcal_mol": 43.1, "homo_lumo_gap_ev": [8.487, 8.144], "species": ["N", "N", "N", "O", "O", "H", "H", "H"], "xyz": [[2.0997, -0.4774, -0.2090], [-1.1831, -0.8027, 0.0889], [-0.2695, -0.0739, -0.5263], [-0.1754, 1.2225, 0.0642], [2.4996, 0.4630, 0.3302], [-1.4826, -1.7131, -0.1217], [-1.6748, -0.4058, 0.9534], [0.1861, 1.7875, -0.5796]]}